Record 1
Molecular formula: C2H6N4O
Method: DFT, wB97M-V/def2-TZVPD

```
13
Properties=species:S:1:pos:R:3:lowdin_charge:R:1
C -1.24 0.02 -0.14 -0.552
C 1.96 -0.18 -0.17 -0.283
H -2.47 0.83 1.33 0.243
H -2.95 0.58 -0.50 0.060
H -0.71 -1.56 -0.54 0.018
H 1.20 -1.02 1.44 0.206
H 2.73 -0.80 -0.24 0.071
H 2.62 1.65 -1.09 0.109
N -2.22 1.09 0.03 0.053
N -1.56 -1.07 -0.78 0.122
N 0.92 -0.79 0.39 -0.030
N 1.84 1.12 -0.44 0.081
O -0.13 0.13 0.70 -0.100
```

The relative energy (zero: lowest compared OMol25 entry of this formula, charge and spin) comes out at 586.0 kJ/mol. As for the multiplicity: 1. As for the molecular weight: 102.10 g mol⁻¹. As for the net charge: 0. The gap between HOMO and LUMO is 0.3731 hartree.

=====

Record 2
Molecular formula: C4H10N2OS
Method: DFT, wB97M-V/def2-TZVPD

```
18
Properties=species:S:1:pos:R:3:lowdin_charge:R:1
C 0.64 1.76 0.66 -0.096
C -0.71 -0.48 -0.87 -0.126
C -0.12 -1.62 0.04 -0.295
C -1.45 0.68 0.00 -0.238
N 0.86 -2.32 -0.67 -0.382
N -0.65 1.12 1.11 -0.119
O 3.16 -1.28 -0.19 -0.553
S 2.32 -2.26 -0.99 0.921
H 1.47 1.14 0.95 0.058
H 0.87 2.79 0.97 0.073
H 0.11 -0.05 -1.38 0.059
H -1.42 -1.01 -1.61 0.133
H 0.11 -1.34 1.02 0.095
H -0.82 -2.44 0.09 0.104
H -1.57 1.42 -0.79 0.095
H -2.38 0.33 0.50 0.125
H -1.13 1.75 1.65 0.055
H 0.69 1.82 -0.48 0.091
```

The relative energy (zero: lowest compared OMol25 entry of this formula, charge and spin) comes out at 306.0 kJ/mol. As for the multiplicity: 1. As for the molecular weight: 134.20 g mol⁻¹. As for the net charge: 0. The gap between HOMO and LUMO is 0.3247 hartree.

=====

Record 3
Molecular formula: C24H58BN2O4Sn
Method: DFT, wB97M-V/def2-TZVPD

```
90
Properties=species:S:1:pos:R:3:lowdin_charge:R:1
Sn -0.09 5.30 -4.87 1.151
B -0.87 1.11 -1.94 -0.268
H -0.96 0.88 -2.99 -0.049
H -1.23 0.27 -1.36 -0.033
H 0.17 1.29 -1.71 -0.053
H -1.43 1.98 -1.66 -0.053
C -7.16 -6.71 3.61 -0.067
C -5.82 -7.24 3.07 -0.232
N -4.76 -6.26 3.09 -0.155
C -4.97 -5.09 2.23 -0.278
C -5.17 -5.53 0.78 -0.093
C -4.43 -5.64 4.39 -0.253
C -3.99 -6.70 5.42 -0.088
H -7.19 -6.21 4.58 0.069
H -7.83 -7.57 3.68 0.076
H -7.54 -5.97 2.90 0.067
H -5.38 -8.04 3.67 0.108
H -5.96 -7.63 2.06 0.106
H -5.84 -4.49 2.48 0.108
H -4.19 -4.33 2.25 0.114
H -5.29 -4.66 0.13 0.071
H -4.31 -6.03 0.36 0.077
H -6.05 -6.16 0.65 0.061
H -5.26 -5.06 4.79 0.107
H -3.59 -4.94 4.37 0.112
H -3.19 -7.33 5.03 0.079
H -4.84 -7.28 5.76 0.063
H -3.63 -6.28 6.37 0.069
C 5.31 8.69 -1.59 -0.080
C 4.30 8.47 -0.45 -0.241
N 3.58 7.18 -0.43 -0.150
C 2.55 7.00 0.61 -0.237
C 1.49 8.11 0.59 -0.095
C 4.46 6.02 -0.47 -0.260
C 5.62 5.96 0.55 -0.064
H 6.03 9.49 -1.41 0.084
H 4.80 8.95 -2.52 0.069
H 5.82 7.77 -1.87 0.059
H 4.85 8.62 0.47 0.114
H 3.68 9.37 -0.47 0.110
H 2.04 6.05 0.44 0.111
H 2.95 7.00 1.63 0.120
H 1.07 8.32 -0.39 0.070
H 0.65 7.80 1.21 0.072
H 1.86 9.00 1.09 0.071
H 4.76 5.84 -1.50 0.107
H 3.84 5.15 -0.22 0.104
H 5.28 6.09 1.58 0.075
H 6.35 6.75 0.33 0.066
H 6.11 4.99 0.47 0.079
C 5.62 -0.41 -4.78 -0.020
C 5.41 0.32 -6.10 -0.498
O 4.85 1.38 -6.17 0.041
C 6.00 -0.29 -7.36 -0.021
H 5.91 -1.44 -4.97 0.075
H 4.74 -0.44 -4.14 0.082
H 6.39 0.09 -4.20 0.087
H 5.74 -1.35 -7.38 0.084
H 7.08 -0.18 -7.30 0.089
H 5.70 0.30 -8.23 0.082
C -0.60 -4.33 -5.53 -0.024
C 0.76 -4.83 -5.08 -0.497
O 1.66 -5.12 -5.84 0.066
C 1.00 -4.98 -3.60 -0.032
H -0.93 -3.49 -4.92 0.076
H -1.31 -5.14 -5.34 0.084
H -0.75 -4.08 -6.58 0.081
H 0.44 -5.85 -3.26 0.085
H 0.64 -4.15 -2.99 0.078
H 2.04 -5.22 -3.37 0.083
C 3.85 -2.39 3.36 -0.025
C 3.10 -1.28 4.09 -0.460
O 3.56 -0.91 5.19 0.030
C 1.78 -0.74 3.57 -0.028
H 4.56 -2.83 4.06 0.084
H 4.29 -2.06 2.41 0.079
H 3.09 -3.11 3.05 0.076
H 0.97 -1.45 3.71 0.085
H 1.86 -0.70 2.48 0.076
H 1.56 0.22 4.04 0.084
C -4.74 2.41 2.65 -0.031
C -5.87 3.09 1.90 -0.466
O -6.39 4.10 2.35 0.049
C -6.27 2.58 0.49 -0.021
H -5.00 1.38 2.88 0.081
H -4.51 2.95 3.57 0.083
H -3.82 2.28 2.09 0.079
H -6.32 1.49 0.52 0.073
H -5.48 2.85 -0.22 0.075
H -7.21 3.01 0.15 0.078
```

As for the multiplicity: 1. As for the molecular weight: 568.26 g mol⁻¹. As for the net charge: +1. The gap between HOMO and LUMO is 0.0407 hartree.

=====

Record 4
Molecular formula: C8H16AuF5N2O4Te
Method: DFT, wB97M-V/def2-TZVPD

```
37
Properties=species:S:1:pos:R:3:lowdin_charge:R:1
Au -0.88 0.64 0.32 1.365
C 2.76 -1.06 4.19 -0.007
N 1.41 -0.74 3.84 -0.116
C 0.44 -0.75 4.89 0.002
C 1.02 -0.43 2.58 -0.326
O -0.17 -0.25 2.32 0.050
C 2.10 -0.37 1.49 -0.063
O 1.65 0.20 0.29 -0.154
C 2.20 1.44 -0.13 -0.068
C 1.23 2.58 0.18 -0.333
O 0.21 2.33 0.86 -0.028
N 1.42 3.81 -0.31 -0.095
C 2.66 4.27 -0.87 0.014
C 0.33 4.73 -0.34 0.017
H 2.77 -1.55 5.17 0.119
H 3.22 -1.73 3.47 0.109
H 3.38 -0.17 4.28 0.119
H 0.35 -1.75 5.33 0.124
H 0.74 -0.08 5.70 0.123
H -0.54 -0.44 4.51 0.103
H 3.00 0.14 1.86 0.148
H 2.36 -1.41 1.25 0.173
H 3.18 1.61 0.32 0.153
H 2.32 1.36 -1.22 0.167
H 3.45 3.53 -0.81 0.099
H 2.52 4.57 -1.91 0.129
H 2.99 5.18 -0.34 0.128
H -0.58 4.29 0.07 0.099
H 0.56 5.65 0.20 0.125
H 0.13 5.04 -1.38 0.128
F -0.62 1.00 -2.32 -0.389
Te -2.51 0.47 -2.04 1.907
F -2.39 2.14 -0.94 -0.375
F -2.77 1.75 -3.40 -0.308
F -4.34 0.50 -1.78 -0.291
F -2.42 -0.80 -3.40 -0.287
O -2.08 -0.63 -0.68 -0.559
```

As for the multiplicity: 1. As for the molecular weight: 623.78 g mol⁻¹. As for the net charge: +2. The gap between HOMO and LUMO (alpha / beta) is 0.1892 / 0.1742 hartree.

=====

Record 5
Molecular formula: C5H9N4
Method: DFT, wB97M-V/def2-TZVPD

```
18
Properties=species:S:1:pos:R:3:lowdin_charge:R:1
C -0.48 1.24 -1.03 -0.285
C -0.50 -0.45 1.86 -0.095
C 1.74 -0.14 0.64 -0.122
C -0.09 -1.37 -0.44 -0.182
C 0.26 -0.27 0.55 -0.423
N -0.95 0.71 -2.19 -0.064
N -0.61 2.54 -0.87 -0.098
N -1.36 1.86 -2.78 -0.184
N -1.16 2.92 -2.02 -0.180
H -0.33 0.36 2.58 0.074
H -1.58 -0.43 1.48 0.094
H -0.38 -1.37 2.38 0.050
H 2.14 -0.96 1.23 0.067
H 2.05 -0.43 -0.38 0.073
H 2.15 0.84 0.89 0.073
H 0.08 -2.32 0.01 0.051
H -1.22 -1.21 -0.45 0.080
H 0.25 -1.51 -1.47 0.070
```

The relative energy (zero: lowest compared OMol25 entry of this formula, charge and spin) comes out at 265.5 kJ/mol. As for the multiplicity: 1. As for the molecular weight: 125.15 g mol⁻¹. As for the net charge: -1. The gap between HOMO and LUMO is 0.2995 hartree.

=====

Record 6
Molecular formula: C23H28I2N4Rb
Method: DFT, wB97M-V/def2-TZVPD

```
58
Properties=species:S:1:pos:R:3:lowdin_charge:R:1
Rb -0.02 0.16 0.08 0.784
C -2.42 -2.85 1.78 -0.212
C -0.95 -3.07 1.42 -0.186
C 0.04 -2.31 2.34 -0.276
N 1.14 -1.80 1.56 -0.098
C 2.24 -2.43 1.33 -0.244
C 2.60 -3.66 1.98 -0.052
C 3.77 -4.38 2.00 -0.142
C 4.99 -4.19 1.34 -0.167
C 5.24 -3.19 0.42 -0.142
C 4.43 -2.19 -0.08 -0.058
C 3.09 -1.78 0.22 -0.251
N 2.47 -0.86 -0.44 -0.071
C 3.06 -0.23 -1.59 -0.274
C 2.10 0.78 -2.25 -0.223
C 1.01 0.24 -3.21 -0.271
N -0.20 -0.21 -2.55 -0.090
C -1.19 -0.68 -3.24 -0.251
C -1.13 -0.77 -4.67 -0.052
C -2.02 -1.16 -5.64 -0.136
C -3.33 -1.61 -5.55 -0.164
C -4.00 -1.80 -4.35 -0.138
C -3.60 -1.62 -3.04 -0.057
C -2.39 -1.14 -2.42 -0.250
N -2.26 -1.10 -1.13 -0.053
C -3.34 -1.57 -0.29 -0.271
C -3.02 -1.56 1.21 -0.208
H -2.54 -2.86 2.87 0.105
H -3.02 -3.69 1.40 0.103
H -0.79 -2.73 0.40 0.097
H -0.69 -4.13 1.43 0.109
H 0.31 -2.94 3.20 0.100
H -0.49 -1.44 2.76 0.085
H 1.81 -4.07 2.59 0.074
H 3.73 -5.26 2.64 0.088
H 5.78 -4.89 1.55 0.071
H 6.23 -3.20 -0.02 0.089
H 4.90 -1.58 -0.85 0.068
H 3.36 -0.97 -2.35 0.117
H 3.98 0.31 -1.32 0.109
H 2.70 1.49 -2.82 0.100
H 1.62 1.38 -1.46 0.022
H 1.47 -0.57 -3.80 0.116
H 0.78 1.04 -3.93 0.110
H -0.17 -0.47 -5.08 0.066
H -1.63 -1.09 -6.66 0.090
H -3.86 -1.85 -6.47 0.073
H -5.02 -2.17 -4.44 0.090
H -4.38 -1.88 -2.33 0.062
H -3.65 -2.59 -0.56 0.113
H -4.24 -0.94 -0.45 0.111
H -3.93 -1.32 1.77 0.101
H -2.33 -0.72 1.42 0.045
I -1.26 2.20 3.08 0.753
C -0.68 4.10 2.34 -1.185
I 0.50 3.94 0.58 0.754
H -0.10 4.61 3.10 -0.042
H -1.57 4.67 2.11 -0.040
```

As for the multiplicity: 1. As for the molecular weight: 699.78 g mol⁻¹. As for the net charge: -1. The gap between HOMO and LUMO is 0.1687 hartree.